Record 1
Here is CH2O3S as an isolated structure in a non-equilibrium geometry from OMol25. Energies are from wB97M-V/def2-TZVPD.

The frontier orbital gap (spin up / spin down) comes out at 0.308 / 0.302 Ha. Its spin multiplicity is 3. The calculation puts the LUMO energy (spin up / spin down) at -0.51 / -3.61 eV. Its max |F| is 6.6 eV/Å. The highest occupied orbital energy (spin up / spin down) comes out at -8.901 / -11.839 eV. Its energy above the lowest of the compared OMol25 structures with the same formula, charge and spin is 536.49 kJ/mol.

Each line ends with the Löwdin charge.
Positions of all 7 atoms, in Å:
C (-0.431, 0.772, -0.322)  -0.04
O (2.143, 0.843, -0.002)  -0.34
O (1.081, -1.409, -0.037)  -0.33
O (-1.612, -0.534, 0.210)  -0.19
S (0.987, -0.027, 0.193)  0.69
H (-0.842, 1.673, 0.342)  0.13
H (-1.326, -1.318, -0.385)  0.07

Cartesian forces, eV/Å:
C -6.02 -1.45 2.28
O -0.73 0.21 -0.82
O -0.38 -2.73 -1.79
O 3.53 2.08 -3.07
S 2.76 2.05 3.89
H 1.30 -1.87 -1.90
H -0.46 1.71 1.40

***

Record 2
Here is a 2-piece molecular cluster, CH2O4 overall in a non-equilibrium geometry from OMol25. Energies are from wB97M-V/def2-TZVPD.

The frontier orbital gap comes out at 0.430 Ha. The calculation puts the LUMO energy at 0.24 eV. Its max |F| is 3.8 eV/Å. The highest occupied orbital energy comes out at -11.462 eV. Its energy above the lowest of the compared OMol25 structures with the same formula, charge and spin is 173.63 kJ/mol.

Each line ends with the Löwdin charge.
Positions of all 7 atoms, in Å:
O (0.400, 0.396, -1.246)  0.24
C (-0.531, 0.994, -0.914)  -0.60
O (-1.659, 1.005, -0.230)  0.17
O (-1.153, 2.160, -0.969)  0.18
O (1.127, -1.254, 1.203)  -0.05
H (1.608, -2.076, 0.953)  0.07
H (0.208, -1.224, 1.203)  -0.01

Cartesian forces, eV/Å:
O 0.79 -0.68 -0.41
C -0.43 0.66 0.12
O -1.13 -2.12 1.45
O 0.75 2.19 -1.27
O 3.77 0.13 0.22
H -1.61 0.82 0.20
H -2.14 -1.00 -0.31

***

Record 3
Here is CH2O4Sm as an isolated structure in a non-equilibrium geometry from OMol25. Energies are from wB97M-V/def2-TZVPD.

The frontier orbital gap (spin up / spin down) comes out at 0.273 / 0.332 Ha. Its spin multiplicity is 7. The calculation puts the LUMO energy (spin up / spin down) at -13.00 / -11.81 eV. Its max |F| is 4.7 eV/Å. The highest occupied orbital energy (spin up / spin down) comes out at -20.430 / -20.833 eV. As for the total charge: +2.

Each line ends with the Löwdin charge.
Positions of all 8 atoms, in Å:
O (0.095, -0.917, 0.640)  -0.11
Sm (-0.173, 1.458, 1.102)  2.25
O (-0.279, 3.593, 0.748)  -0.40
H (0.054, 4.115, 0.020)  0.02
C (0.338, -1.851, -0.128)  -0.66
O (1.465, -2.459, 0.029)  0.42
O (-0.415, -2.294, -1.066)  0.29
H (-1.084, -1.645, -1.345)  0.18

Cartesian forces, eV/Å:
O -0.48 2.72 0.75
Sm -0.01 2.91 -0.18
O 0.03 -4.68 0.77
H 0.15 0.78 -0.40
C 0.40 -1.12 -0.66
O -0.01 -0.25 0.02
O 0.16 -0.03 -0.32
H -0.24 -0.33 0.02

***

Record 4
Here is an isolated ion of composition CH2OPS2 and charge -1 in a non-equilibrium geometry from OMol25. Energies are from wB97M-V/def2-TZVPD.

The frontier orbital gap comes out at 0.265 Ha. The calculation puts the LUMO energy at 3.66 eV. Its max |F| is 2.5 eV/Å. The highest occupied orbital energy comes out at -3.559 eV. As for the total charge: -1. Its energy above the lowest of the compared OMol25 structures with the same formula, charge and spin is 60.98 kJ/mol.

Each line ends with the Löwdin charge.
Positions of all 7 atoms, in Å:
O (-3.311, -0.244, 1.626)  -0.14
C (-2.992, -0.421, 0.479)  -1.33
S (-3.553, -0.617, -1.085)  0.38
P (-1.114, -0.053, 0.339)  0.25
S (-1.313, 1.893, 0.618)  -0.07
H (-0.517, -0.607, 1.598)  -0.04
H (-0.134, -0.197, -0.715)  -0.06

Cartesian forces, eV/Å:
O -0.83 -0.59 -0.21
C 0.95 -0.43 -0.47
S -1.02 -0.30 -0.10
P 1.06 1.13 1.92
S 0.75 0.79 -0.16
H -0.21 0.10 -1.42
H -0.70 -0.70 0.44

***

Record 5
Here is one molecule with the formula CH2OS in a non-equilibrium geometry from OMol25. Energies are from wB97M-V/def2-TZVPD.

The frontier orbital gap comes out at 0.394 Ha. The calculation puts the LUMO energy at 0.69 eV. Its max |F| is 3.8 eV/Å. The highest occupied orbital energy comes out at -10.020 eV. Its energy above the lowest of the compared OMol25 structures with the same formula, charge and spin is 40.22 kJ/mol.

Each line ends with the Löwdin charge.
Positions of all 5 atoms, in Å:
O (1.620, -0.792, -0.001)  0.03
C (0.707, -0.072, -0.074)  -0.60
S (-1.129, -0.651, -0.074)  0.62
H (0.652, 1.052, -0.252)  0.09
H (-1.850, 0.463, 0.401)  -0.13

Cartesian forces, eV/Å:
O 0.73 -0.65 0.00
C -3.20 2.05 -0.27
S 0.44 0.46 0.53
H 0.75 -1.02 0.33
H 1.28 -0.84 -0.60

***

Record 6
Here is one molecule with the formula CH2OS2 in a non-equilibrium geometry from OMol25. Energies are from wB97M-V/def2-TZVPD.

The frontier orbital gap comes out at 0.366 Ha. The calculation puts the LUMO energy at 0.25 eV. Its max |F| is 3.1 eV/Å. The highest occupied orbital energy comes out at -9.701 eV. Its energy above the lowest of the compared OMol25 structures with the same formula, charge and spin is 138.06 kJ/mol.

Each line ends with the Löwdin charge.
Positions of all 6 atoms, in Å:
C (-0.199, -0.109, -0.327)  -0.63
O (1.459, -0.124, -2.529)  -0.59
S (-1.109, -0.975, -1.565)  0.55
S (0.224, 0.517, -2.152)  0.64
H (-0.741, 0.617, 0.253)  0.02
H (0.657, -0.574, 0.030)  0.01

Cartesian forces, eV/Å:
C -1.00 1.62 -2.40
O 1.40 -0.03 -0.70
S -0.70 -0.17 -0.15
S -1.13 -0.72 2.09
H 0.01 -0.02 0.36
H 1.42 -0.68 0.80